Molecular formula: C3H6FN
Method: DFT, the ωB97M-V functional and the def2-TZVPD basis

The geometry in XYZ format:
```
11
C3H6FN, DFT the ωB97M-V functional and the def2-TZVPD basis
C -0.3780 -0.6646 -0.3582
C 0.9352 -0.8369 -0.3234
C 0.3358 0.4660 -0.6133
H -1.4758 0.7662 0.9206
H -0.8631 -1.0136 1.5795
H -0.8332 -1.3291 -1.0387
H 1.2638 -1.5713 0.7856
H 1.2899 -1.0700 -1.3816
H 0.8632 0.9401 -1.6764
N -1.2212 -0.5206 0.7314
F 0.3273 1.4595 0.3845
```

Output
calculated total energy: -7409.6608 eV
HOMO: -8.995 eV
ΔE to the lowest compared entry with this formula, charge and spin: 119.94 kcal/mol
strongest force on any atom: 10.02 eV/A



Molecular formula: C3H6BrP
Method: DFT, the ωB97M-V functional and the def2-TZVPD basis

The geometry in XYZ format:
```
11
C3H6BrP, DFT the ωB97M-V functional and the def2-TZVPD basis
C -1.7876 0.1300 0.4616
C -0.2918 0.3852 -0.0208
C 1.0227 0.0421 0.2341
P 2.4020 0.5863 -0.8481
Br 4.0518 -0.2438 0.3592
H -2.2469 1.1436 0.4408
H -2.3961 -0.5234 -0.2033
H -1.8809 -0.1347 1.4920
H -0.4158 1.0378 -0.9987
H 1.3381 -0.6459 1.0608
H 2.3955 -0.5904 -1.8172
```

Output
calculated total energy: -82538.3530 eV
HOMO: -9.066 eV
ΔE to the lowest compared entry with this formula, charge and spin: 5.03 kcal/mol
strongest force on any atom: 2.74 eV/A



Molecular formula: C12H22Cl3NO3S
Method: DFT, the ωB97M-V functional and the def2-TZVPD basis

The geometry in XYZ format:
```
42
C12H22Cl3NO3S, DFT the ωB97M-V functional and the def2-TZVPD basis
C -1.7546 -2.1517 -1.7917
O -2.8128 -1.2192 -1.8371
C -2.3877 0.1235 -1.8680
C -1.9506 0.6476 -0.4870
C -0.5628 1.3329 -0.4617
C 0.4450 0.5340 0.3562
C 0.3108 0.8276 1.8787
N 0.3225 -0.3359 2.7166
O 1.4266 1.6677 2.2404
C 2.0795 2.0335 1.0847
O 2.5841 3.1034 0.9425
C 1.9357 0.8656 0.1394
C 2.4892 1.0012 -1.2636
C 2.5606 -0.3624 -1.9619
C 3.7357 -1.2142 -1.4595
S 3.4098 -3.0014 -1.4234
H -0.8731 -1.7799 -2.3268
H -2.0906 -3.0678 -2.2765
H -1.4740 -2.3901 -0.7591
H -3.2278 0.7010 -2.2552
H -1.5635 0.2396 -2.5865
H -1.9272 -0.2188 0.1815
H -2.7052 1.3228 -0.0819
H -0.1993 1.4771 -1.4805
H -0.6692 2.3241 -0.0113
H 0.3150 -0.5431 0.2310
H -0.5867 1.4418 2.0348
H 0.9768 -0.2478 3.4793
H -0.5966 -0.5639 3.0593
H 2.4428 0.0526 0.6793
H 1.8401 1.6556 -1.8476
H 3.4814 1.4559 -1.2237
H 1.6264 -0.9067 -1.8003
H 2.6642 -0.2155 -3.0381
H 4.5894 -1.1153 -2.1302
H 4.0522 -0.8988 -0.4651
H 2.3968 -2.9461 -0.5474
C -4.1683 0.0953 3.3256
Cl -4.9913 -0.6425 1.9579
Cl -2.8880 -0.9661 3.9302
Cl -3.5205 1.6780 2.9033
H -4.8824 0.2301 4.1270
```

Output
calculated total energy: -68835.5466 eV
HOMO: -9.155 eV
strongest force on any atom: 0.60 eV/A